Entry from OMol25: the molecule C2H3NO2S at a distorted geometry (the ωB97M-V functional and the def2-TZVPD basis).

Computed properties:
- HOMO level: -9.744 eV
- Net charge: 0
- LUMO energy: -1.649 eV
- SMILES: CC(=S)[N+](=O)[O-]
- Total energy: -18538.683 eV

Bonds (Å) are listed after each position.
CARTESIAN COORDINATES (ANGSTROEM)
1 C 0.16880 0.12639 0.38994  C2 1.513, H7 1.147, H8 1.010, H9 1.070
2 C 1.63935 0.28444 0.07237  C1 1.513, S3 1.654, N4 1.479
3 S 2.45227 1.70308 -0.17406  C2 1.654
4 N 2.38265 -0.98824 -0.04597  C2 1.479, O5 1.212, O6 1.235
5 O 1.86043 -1.93057 -0.60111  N4 1.212
6 O 3.49173 -0.99675 0.49722  N4 1.235
7 H -0.36491 1.08079 0.73762  C1 1.147
8 H -0.24552 0.06725 -0.52918  C1 1.010
9 H 0.15452 -0.71160 1.05522  C1 1.070



Entry from OMol25: the molecule C9H12N2O3S (the ωB97M-V functional and the def2-TZVPD basis).

Computed properties:
- HOMO level: -9.390 eV
- Net charge: 0
- LUMO energy: -0.359 eV
- SMILES: CCCCSc1nc(C(=O)O)cc(=O)[nH]1
- Total energy: -29486.837 eV

Bonds (Å) are listed after each position.
CARTESIAN COORDINATES (ANGSTROEM)
1 C 5.46771 1.65393 -1.91249  C2 1.523, H16 1.087, H17 1.087, H18 1.087
2 C 4.25179 1.38951 -1.03369  C1 1.523, C3 1.528, H19 1.092, H20 1.092
3 C 3.10746 0.77258 -1.83715  C2 1.528, C4 1.519, H21 1.092, H22 1.092
4 C 1.90114 0.51319 -0.95102  C3 1.519, S5 1.830, H23 1.089, H24 1.089
5 S 0.54672 -0.22382 -1.93585  C4 1.830, C6 1.740
6 C -0.66865 -0.41114 -0.70421  S5 1.740, N7 1.297, N15 1.350
7 N -0.41930 -0.04642 0.51529  C6 1.297, C8 1.366
8 C -1.41812 -0.22176 1.43071  N7 1.366, C9 1.507, C12 1.357
9 C -1.05451 0.22428 2.82328  C8 1.507, O10 1.198, O11 1.332
10 O -1.80298 0.14729 3.75498  C9 1.198
11 O 0.18232 0.71077 2.90850  C9 1.332, H25 0.977
12 C -2.63376 -0.74725 1.13650  C8 1.357, C13 1.446, H26 1.077
13 C -2.93420 -1.16077 -0.21631  C12 1.446, O14 1.206, N15 1.412
14 O -3.95515 -1.64129 -0.64126  C13 1.206
15 N -1.84721 -0.94315 -1.09090  C6 1.350, C13 1.412, H27 1.014
16 H 6.27111 2.09210 -1.32622  C1 1.087
17 H 5.21559 2.34060 -2.71716  C1 1.087
18 H 5.82946 0.72785 -2.35304  C1 1.087
19 H 4.52921 0.71387 -0.22181  C2 1.092
20 H 3.91520 2.32698 -0.58596  C2 1.092
21 H 2.82519 1.44673 -2.64848  C3 1.092
22 H 3.43938 -0.16664 -2.28448  C3 1.092
23 H 1.51487 1.43707 -0.52184  C4 1.089
24 H 2.13503 -0.19253 -0.15467  C4 1.089
25 H 0.58966 0.66864 2.02130  O11 0.977
26 H -3.38625 -0.86321 1.89832  C12 1.077
27 H -1.98695 -1.21054 -2.05904  N15 1.014